ORCA calculation (ωB97M-V/def2-TZVPD) on the molecule C7H12 at a distorted geometry.

```
19
Properties=species:S:1:pos:R:3:forces:R:3:lowdin_charge:R:1
H 0.773772 2.389112 -1.028700 -0.681 -0.159 2.059 0.098
H -0.967818 -1.092986 1.018154 0.831 2.364 0.216 0.144
H -1.486610 0.658788 1.444091 1.167 -0.963 -2.112 0.146
C -0.021909 -0.135960 -1.320816 1.668 3.160 2.130 -0.098
C -0.543817 0.021900 1.137054 -3.180 -2.362 1.683 -0.277
C 0.054305 0.177082 2.518308 2.521 2.023 1.168 -0.147
H 0.015250 2.544583 0.776090 0.314 -0.043 -0.901 0.077
H 0.276194 -2.920629 -3.090853 0.964 -3.728 -0.397 -0.009
C 0.660434 1.991209 0.061898 -2.224 -1.887 -2.972 -0.044
H 1.632616 1.984784 0.412087 2.040 -0.105 1.051 0.027
H 0.689274 1.172820 2.584428 -0.884 -1.964 -0.311 0.101
H -0.748121 0.447134 3.206582 0.121 -0.682 0.278 0.058
H -0.233949 -2.282506 -0.764167 1.397 -0.635 1.976 0.075
C -0.232337 -2.122695 -2.759729 -2.750 4.099 1.142 0.018
H -1.017142 -1.733366 -3.482425 1.966 0.548 0.351 0.079
H 0.694730 -0.635614 2.935070 -0.533 0.514 -0.469 0.076
H 0.420717 0.620662 -2.063250 -0.965 -2.004 0.178 0.124
C -0.086832 -1.552159 -1.496789 -1.185 -0.573 -4.209 -0.184
C 0.121242 0.467834 -0.087027 -0.589 2.399 -0.862 -0.265
```
Positions in Å, forces in eV/Å.

Computed properties:
- Structure (SMILES): C=C/C=C(/C)CC
- Frontier orbital gap: 0.2863 hartree
- Total charge: 0

---

ORCA calculation (ωB97M-V/def2-TZVPD) on the molecule C5H10O2.

```
17
Properties=species:S:1:pos:R:3:forces:R:3:lowdin_charge:R:1
H 1.222830 -0.136286 0.881720 0.662 -0.313 -0.043 0.111
H 1.808912 2.002412 0.022793 -0.251 -0.109 -0.042 0.110
H -0.830222 1.699043 -1.262089 -0.005 -0.020 0.291 0.103
H 1.455087 1.495530 -1.640478 -0.176 0.002 0.196 0.110
H -0.059247 -1.412531 1.570191 -0.220 0.388 -0.126 0.110
C -1.014502 -1.113251 1.107761 0.038 0.564 0.137 -0.195
H 2.305250 -0.621408 -0.491494 -0.073 0.063 -0.060 0.130
C -0.332410 1.427513 -0.323368 -0.203 -0.251 0.113 -0.088
O -1.615628 -2.271256 0.545712 0.129 0.031 -0.149 -0.071
H -1.011133 -2.598346 -0.137597 -0.113 0.120 0.162 0.089
H -1.740454 -0.211943 -0.637247 0.126 -0.154 -0.268 0.134
H -1.692499 -0.806762 1.905760 0.018 0.329 -0.176 0.119
O 0.263136 -0.775327 -0.794487 0.068 -0.047 -0.099 -0.135
H -0.575991 2.223520 0.391864 -0.116 -0.598 0.171 0.105
C -0.800326 -0.107717 -0.096373 -0.169 0.088 -0.187 -0.248
C 1.381034 -0.120498 -0.207020 0.305 -0.016 0.025 -0.223
C 1.193788 1.331231 -0.588654 -0.019 -0.075 0.056 -0.164
```
Positions in Å, forces in eV/Å.

Computed properties:
- Structure (SMILES): OC[C@H]1CCCO1
- Frontier orbital gap: 0.3988 hartree
- Total charge: 0

---

ORCA calculation (ωB97M-V/def2-TZVPD) on a cluster of 6 separate species, C2H17NO5 in total at a distorted geometry.

```
25
Properties=species:S:1:pos:R:3:forces:R:3:lowdin_charge:R:1
O -1.503666 2.592786 1.330317 -2.074 0.285 -0.760 -0.059
O 1.502141 2.082330 5.899644 -0.646 0.348 0.345 -0.058
H -1.307140 2.661330 2.259786 1.012 -0.233 -0.145 0.035
O 0.643419 1.330485 -0.245158 -0.045 0.433 0.059 -0.071
H -4.063424 1.765741 -0.816932 -0.135 -0.074 -0.109 0.030
H -0.253527 -4.409500 -2.545399 0.065 -0.148 0.033 0.072
H 1.847419 1.269276 6.272070 0.314 -0.006 -0.328 0.030
H 0.050770 -3.926852 -0.398711 0.172 -0.330 0.233 0.088
H 1.846873 -2.932764 0.607265 0.260 -0.546 0.068 0.076
C 0.530757 -3.665302 -2.391587 -0.944 -0.079 -0.110 -0.152
H 1.422047 -4.048356 -2.891131 0.217 0.081 0.183 0.072
H -3.072919 1.210104 0.159848 -0.044 -0.147 -0.090 0.009
H -0.835935 2.374984 0.675494 1.070 -0.267 0.876 -0.007
H 0.237704 0.461767 -0.356949 0.069 0.212 -0.250 0.049
N 0.668851 -3.398500 -0.977184 0.279 0.343 -0.765 -0.195
C 1.983505 -3.124122 -0.464330 -0.579 0.943 1.250 -0.162
H -0.834929 2.334781 -2.716988 -0.361 -0.749 -0.231 0.053
O -3.623619 0.938873 -0.594497 0.315 0.351 0.293 -0.074
H 0.150564 -2.791340 -2.935450 0.395 0.113 -0.058 0.062
O 0.040054 2.035302 -2.968194 1.124 0.686 0.112 -0.043
H 2.001252 2.350937 5.128765 0.328 -0.340 -0.032 0.028
H 2.331514 -2.126405 -0.752009 0.165 -0.217 -0.680 0.070
H 0.123204 1.110631 -3.216559 -0.832 0.074 0.057 0.055
H 0.656017 1.787233 -1.111231 -0.095 -0.625 0.200 0.018
H 2.763013 -3.873594 -0.620316 -0.032 -0.106 -0.153 0.072
```
Positions in Å, forces in eV/Å.

Computed properties:
- Structure (SMILES): CNC.O.O.O.O.O
- Frontier orbital gap: 0.3309 hartree
- Total charge: 0

---

ORCA calculation (ωB97M-V/def2-TZVPD) on the molecule C4H6O2 at a distorted geometry.

```
12
Properties=species:S:1:pos:R:3:forces:R:3:lowdin_charge:R:1
C 0.517648 0.344956 1.422768 -0.279 -0.237 0.610 0.202
H 0.871658 0.045326 2.412951 0.025 -0.387 0.029 0.049
O 1.628173 -0.383656 -0.954662 0.012 0.703 0.239 -0.002
H -0.127482 -0.992400 -1.931278 -0.177 -0.025 0.087 0.092
O -0.943416 -0.529703 -1.670211 0.190 -0.032 -0.069 -0.022
C 0.949713 0.596459 -0.624385 0.417 -0.743 -0.643 -0.296
C -0.582214 -0.406566 0.800667 0.083 0.320 0.070 -0.204
H -0.482664 -1.509426 0.777028 -0.007 0.400 0.010 0.141
C -0.576945 0.273278 -0.588996 0.069 0.249 0.146 -0.366
H -1.473201 -0.183708 1.411840 -0.056 -0.091 -0.043 0.136
H 1.428177 1.576179 -0.474157 -0.445 -0.032 -0.440 0.122
H -1.209447 1.169261 -0.581564 0.168 -0.124 0.004 0.148
```
Positions in Å, forces in eV/Å.

Computed properties:
- Frontier orbital gap (alpha / beta): 0.2934 / 0.2950 hartree
- Total charge: 0

---

ORCA calculation (ωB97M-V/def2-TZVPD) on the molecule C20H28ClN3O2.

```
54
Properties=species:S:1:pos:R:3:forces:R:3:lowdin_charge:R:1
H 3.382434 5.110758 2.162846 0.034 -0.042 0.075 0.107
H -0.001030 -2.385368 -3.701914 0.146 -0.056 0.117 0.122
H -0.855482 4.587644 1.782125 -0.098 -0.031 0.051 0.114
C 1.280810 -5.072845 -2.348500 -0.084 0.008 -0.039 -0.038
H -0.762301 1.064709 3.603186 -0.137 0.025 -0.045 0.118
C -1.264853 -6.137898 -2.487734 -0.065 0.089 -0.014 -0.107
N -0.224853 -2.002066 -1.704103 0.367 -0.343 0.044 0.063
H -2.344509 -1.154956 -0.264336 -0.052 0.023 -0.036 0.131
C 1.228544 5.074728 2.038956 0.008 -0.206 0.262 -0.202
Cl -2.434632 -3.765948 -2.967223 -0.180 -0.008 -0.099 0.750
C 0.111856 4.081776 1.729960 0.037 0.293 -0.309 -0.177
C -0.182961 -6.965803 -2.247579 0.049 -0.005 0.005 -0.087
H 1.504238 -2.527376 -2.759324 -0.112 -0.070 -0.102 0.125
C -0.627251 0.068785 0.346552 0.024 -0.142 -0.190 -0.208
H 0.122119 3.284006 2.474284 -0.053 -0.095 0.096 0.108
N -1.035650 -0.755791 2.616410 -0.112 -0.155 0.429 0.100
H 0.347693 0.115345 -0.151946 -0.089 -0.117 0.124 0.156
H 1.685740 1.963601 1.000905 -0.007 -0.110 0.033 0.116
C -1.064162 -4.777817 -2.659014 0.181 -0.180 0.052 -0.590
H -2.890791 0.888029 1.409923 -0.017 0.073 0.012 0.129
N -0.873088 1.366897 0.929117 -0.077 0.007 0.183 -0.134
C -0.828375 2.482699 -0.004502 0.306 0.302 0.036 -0.145
H 0.275220 4.268092 -0.401376 0.001 0.037 -0.030 0.148
C 2.787847 3.764908 0.583935 0.048 -0.240 0.210 -0.202
H 3.751961 3.253651 0.542541 0.036 0.048 -0.071 0.108
C -1.545772 0.519716 3.061560 -0.175 0.502 -0.031 -0.151
H -2.264442 -6.539211 -2.544599 -0.103 -0.014 -0.012 0.101
O -0.074998 -2.124786 1.137641 0.157 -0.277 -0.140 0.044
C 1.665545 2.778517 0.275009 -0.006 0.330 -0.227 -0.174
C -0.532441 -1.022292 1.403217 0.140 0.155 -0.022 -0.435
C -1.048340 -0.969350 -1.952441 -0.144 0.128 0.425 -0.543
H -2.385861 0.349636 3.740513 0.050 0.008 -0.061 0.122
H -0.079953 -2.308527 -0.744496 -0.084 0.129 0.005 0.110
H 2.276153 -4.657259 -2.291046 0.097 0.073 0.009 0.111
H 1.939707 -7.074346 -1.990171 0.072 -0.057 0.019 0.102
H -0.660351 2.113312 -1.019932 -0.092 -0.016 -0.043 0.127
H -0.944208 -1.493828 3.301435 0.047 -0.011 -0.204 0.154
C -1.984950 1.337709 1.850428 0.106 -0.157 0.357 -0.166
H -0.339239 -8.025454 -2.114253 -0.022 -0.090 0.011 0.103
H -2.223399 2.352581 2.167688 -0.014 -0.038 -0.006 0.121
H 1.081346 5.500589 3.034088 -0.009 0.087 -0.029 0.107
H 1.195159 5.894141 1.317070 -0.010 0.089 -0.007 0.114
H 2.795456 4.553555 -0.172224 0.054 0.040 -0.062 0.114
C 0.429082 -2.742591 -2.759341 -0.020 0.186 -0.189 -0.142
H -2.305090 0.456341 -0.997872 0.059 -0.077 -0.030 0.122
H 2.644030 3.607815 2.723403 0.042 -0.036 0.080 0.113
C 1.092469 -6.432670 -2.178817 0.037 -0.091 0.013 -0.084
H -1.783555 3.020413 -0.004057 -0.027 -0.062 -0.064 0.128
C 0.301768 3.465356 0.344468 -0.194 -0.375 0.132 -0.306
H 1.812758 2.352761 -0.720010 -0.002 -0.109 -0.042 0.117
C 2.588382 4.388640 1.961298 0.008 0.249 -0.220 -0.210
O -1.258217 -0.515670 -3.059993 -0.123 0.192 -0.312 0.044
C -1.691137 -0.393432 -0.696443 0.052 0.072 -0.142 -0.025
C 0.211573 -4.221427 -2.595309 -0.050 0.068 -0.002 -0.226
```
Positions in Å, forces in eV/Å.

Computed properties:
- Structure (SMILES): O=C(C[C@@H]1C(=O)NCCN1CC1CCCCC1)NCc1ccccc1Cl
- Frontier orbital gap: 0.3429 hartree
- Total charge: 0

---

ORCA calculation (ωB97M-V/def2-TZVPD) on the molecule C15H17N3O5 at a distorted geometry.

```
40
Properties=species:S:1:pos:R:3:forces:R:3:lowdin_charge:R:1
C 2.073823 0.318011 -2.547827 -2.049 -1.477 0.943 -0.273
C 0.723631 0.996519 -0.848189 -2.631 -4.171 -0.586 -0.004
C -0.394952 -0.149530 4.374751 1.578 -2.844 -2.936 0.001
H -2.070575 0.675410 -2.452675 -0.141 -0.726 -0.106 0.146
H -1.771581 1.553307 -0.185465 0.943 -1.167 -0.476 0.170
O -3.867850 1.425551 0.668863 -1.502 -0.503 -0.515 0.109
C 2.976963 -0.828110 -4.344639 1.476 1.291 -0.492 -0.090
H -1.791262 -1.140182 -1.831016 -0.645 1.152 -0.485 0.149
H -0.333823 -1.234670 -4.309039 -1.261 -0.414 -0.660 0.097
H 3.669951 -0.810189 -5.166187 1.304 -0.607 0.438 0.094
O -4.126197 -0.342192 -0.691279 -2.117 -1.119 -0.970 0.160
O 1.130440 1.539266 4.848123 1.140 0.224 0.844 0.122
H -0.279721 -0.914703 5.162049 0.668 0.421 -0.378 0.144
C 3.194427 -0.041009 -3.165467 1.031 -0.317 -3.084 -0.015
C -1.224483 0.265611 2.041247 -2.259 2.030 -0.225 -0.409
O -1.490860 1.477903 2.280626 1.166 -2.042 0.492 0.032
N -1.559009 -0.234676 0.857426 1.474 -2.399 -1.340 0.129
H 4.111402 0.468204 -2.870893 0.216 -0.594 -0.432 0.115
H -3.185424 1.910342 1.150786 0.583 -0.303 -0.084 0.083
C 0.620563 -0.856961 -4.093655 0.943 -2.259 -0.712 -0.049
C -3.433780 0.465877 -0.201065 0.491 1.594 2.026 -0.523
N 2.012286 0.993160 -1.372755 -1.470 0.457 1.106 0.053
N 0.259237 -1.624093 2.317630 -1.567 -0.537 -0.082 0.060
H -1.309819 -1.211150 0.698612 0.149 0.282 0.276 0.162
H 1.601939 -1.842030 -5.657401 0.321 -0.675 -1.565 0.081
H -1.489895 -1.631479 3.035333 -1.603 0.603 0.868 0.143
H 0.540429 -2.487135 2.782569 -0.022 0.708 0.121 0.098
H -1.124892 0.485710 4.701622 -1.857 1.910 0.667 0.092
H 2.087546 1.763184 4.943951 -0.926 -0.106 -0.807 0.152
H 2.694051 1.659149 -1.086922 0.478 0.083 0.263 0.143
C -0.773372 -0.830216 3.008302 -0.657 -1.075 0.648 -0.271
C 0.808124 -0.281448 -2.908671 -0.782 4.075 5.349 -0.094
C -0.125735 0.126175 -1.689824 4.410 2.082 -2.534 -0.097
H 0.507167 0.988249 0.285851 0.699 1.117 -2.066 0.133
H 0.864869 -0.855162 2.323340 2.981 -0.529 -0.914 -0.020
C 1.767398 -1.262683 -4.809339 -1.853 1.576 2.163 -0.088
O 1.449890 0.441558 2.907800 0.866 1.432 0.504 0.110
C -1.961199 0.448764 -0.328874 -2.024 2.845 -0.337 -0.288
C 0.836455 0.611649 3.927780 -0.018 0.614 1.856 -0.486
C -1.616161 -0.035984 -1.755479 2.468 -0.634 3.222 -0.070
```
Positions in Å, forces in eV/Å.

Computed properties:
- Structure (SMILES): N[C@@H](CC(=O)O)C(=O)N[C@@H](Cc1c[nH]c2ccccc12)C(=O)O
- Frontier orbital gap: 0.2965 hartree
- Total charge: 0

---

Table of M (g/mol), in record order: 96.2 102.1 135.2 86.1 377.9 319.3
Table of ΔE to the lowest compared entry with this formula, charge and spin (eV), in record order: 4.1887 2.3862 2.0552 5.5474 0.1862 5.0722